DFT (ωB97M-V/def2-TZVPD) results for a 2-piece molecular cluster, C4H8O overall.

Positions of all 13 atoms, in Å:
O  0.105  1.336  -0.065
C  0.721  -1.236  0.370
C  0.705  0.154  -0.147
C  1.613  -0.589  -0.686
C  -0.923  1.437  0.918
H  -0.685  0.830  1.797
H  2.422  -0.758  -1.375
H  -0.977  2.489  1.200
H  -1.886  1.119  0.503
H  -0.756  -0.842  -2.088
H  1.122  -1.445  1.367
H  -0.059  -1.947  0.066
H  -1.401  -0.549  -1.861

For the energy relative to the best compared isomer or geometry (same formula, charge and spin), the calculation gives 397.9 kJ/mol. The HOMO energy is -0.31460 Eh.

natural (NBO) atomic charge list, values in e, 5 entries:
1. O -0.475
2. C -0.455
3. C 0.338
4. C -0.296
5. C -0.248